Record 1
17
Properties=species:S:1:pos:R:3:nbo_charge:R:1 method="wB97M-V/def2-TZVPD" homo_ha="-0.1736 / -0.3102" s2=0.753 homo_lumo_gap_ha="0.2088 / 0.3448" multiplicity=2 lumo_ev="0.96 / 0.94" total_charge=0 max_force_ev_per_a=1.9 relative_energy_kcal_mol=15.79
C 0.31 -2.60 -0.05 -0.714
S 0.19 -0.95 0.77 0.150
C 2.00 -0.67 0.75 -0.747
H -0.62 -3.13 0.13 0.228
H 0.30 -2.37 -1.11 0.218
H 1.17 -3.10 0.36 0.216
H 2.51 -0.97 -0.18 0.211
H 2.38 -1.40 1.48 0.214
H 2.27 0.37 0.91 0.229
N -0.93 1.24 -1.38 -0.858
C -1.53 2.23 -0.61 0.028
N -1.48 2.16 0.78 -0.858
H -0.04 0.87 -1.09 0.383
H -1.27 1.19 -2.32 0.384
H -2.39 2.70 -1.06 0.155
H -0.73 1.77 1.31 0.380
H -2.15 2.68 1.32 0.383

---

Record 2
66
Properties=species:S:1:pos:R:3:nbo_charge:R:1 method="wB97M-V/def2-TZVPD" homo_ha=-0.1520 homo_lumo_gap_ha=0.2513 multiplicity=1 lumo_ev=2.70 total_charge=-1 max_force_ev_per_a=0.5 relative_energy_kcal_mol=4.20
Pd 0.29 -0.05 -1.34 0.257
O -1.27 1.32 -0.95 -0.841
C -1.36 2.57 -1.25 0.464
C -2.63 3.21 -1.25 -0.325
C -2.80 4.52 -1.63 -0.199
C -1.71 5.29 -2.04 -0.318
C -0.46 4.71 -2.03 -0.159
C -0.26 3.39 -1.63 -0.249
C 1.11 2.85 -1.59 0.339
N 1.82 2.57 -0.51 -0.467
C 3.05 2.16 -0.98 -0.094
C 3.07 2.16 -2.34 -0.123
N 1.84 2.62 -2.72 -0.521
H -3.48 2.60 -0.95 0.206
H -3.79 4.95 -1.62 0.193
H -1.84 6.32 -2.35 0.196
H 0.41 5.29 -2.31 0.199
H 3.83 1.84 -0.31 0.199
H 3.82 1.85 -3.06 0.206
H 1.46 2.58 -3.65 0.429
Cl -3.41 -0.48 -3.44 0.010
C -1.78 -0.67 -3.98 -0.064
C -1.32 -1.87 -4.46 -0.195
C 0.02 -1.95 -4.83 -0.238
C 0.82 -0.83 -4.69 0.046
N 0.37 0.34 -4.25 -0.441
C -0.91 0.42 -3.89 0.002
H -1.98 -2.72 -4.52 0.224
H 0.44 -2.88 -5.18 0.218
H 1.87 -0.88 -4.93 0.195
H -1.24 1.37 -3.48 0.233
S 1.78 -1.80 -1.30 -0.813
Sb 0.60 -1.26 0.79 1.575
C 1.55 -2.75 2.05 -0.383
C 1.36 -2.77 3.43 -0.166
C 1.93 -3.77 4.21 -0.250
C 2.69 -4.76 3.62 -0.211
C 2.89 -4.75 2.24 -0.224
C 2.32 -3.75 1.46 -0.221
C 0.86 0.37 2.14 -0.408
C -0.06 1.41 2.08 -0.205
C 0.10 2.54 2.87 -0.196
C 1.19 2.64 3.73 -0.214
C 2.12 1.61 3.78 -0.248
C 1.95 0.48 3.00 -0.162
C -1.40 -1.87 1.23 -0.286
C -1.94 -1.78 2.51 -0.238
C -3.26 -2.14 2.74 -0.224
C -4.05 -2.60 1.69 -0.221
C -3.51 -2.69 0.41 -0.205
C -2.20 -2.32 0.18 -0.241
H 0.78 -1.99 3.92 0.202
H 1.78 -3.76 5.28 0.202
H 3.14 -5.54 4.23 0.200
H 3.49 -5.52 1.77 0.203
H 2.48 -3.73 0.39 0.244
H -0.88 1.36 1.36 0.247
H -0.62 3.35 2.80 0.209
H 1.32 3.52 4.33 0.200
H 2.98 1.69 4.44 0.200
H 2.68 -0.32 3.05 0.203
H -1.35 -1.40 3.33 0.209
H -3.68 -2.06 3.73 0.203
H -5.08 -2.88 1.87 0.202
H -4.13 -3.02 -0.41 0.205
H -1.78 -2.34 -0.82 0.231

---

Record 3
18
Properties=species:S:1:pos:R:3:nbo_charge:R:1 method="wB97M-V/def2-TZVPD" homo_ha=-0.1721 homo_lumo_gap_ha=0.2964 multiplicity=1 lumo_ev=3.38 total_charge=-1 max_force_ev_per_a=4.0 relative_energy_kcal_mol=0.00
C -0.94 1.17 1.48 0.735
C 1.26 1.29 0.31 0.757
C -0.17 0.97 0.33 -0.734
C 0.12 -1.88 -1.48 0.320
N 0.69 -0.83 -2.09 -0.796
N -0.26 -1.88 -0.22 -0.824
O -0.67 1.41 2.65 -0.725
O 1.86 1.73 1.44 -0.706
O -2.35 1.03 1.23 -0.749
O 2.02 1.25 -0.66 -0.696
S -0.16 -3.31 -2.31 -0.460
H -0.64 0.68 -0.52 0.230
H 0.94 -0.02 -1.62 0.419
H 0.90 -0.86 -3.10 0.408
H 1.14 1.88 2.09 0.497
H -0.14 -0.97 0.36 0.429
H -0.86 -2.73 -0.01 0.425
H -2.75 1.05 2.11 0.472

---

Record 4
101
Properties=species:S:1:pos:R:3:lowdin_charge:R:1 method="wB97M-V/def2-TZVPD" homo_ha=-0.2652 homo_lumo_gap_ha=0.2693 multiplicity=1 lumo_ev=0.11 total_charge=0 max_force_ev_per_a=2.1
La 0.05 -0.24 -0.03 1.942
C -2.27 -1.25 -3.13 -0.137
N -2.06 -1.76 -1.78 -0.185
C -3.28 -1.60 -0.99 -0.112
C -3.03 -1.80 0.50 -0.427
C -3.51 -3.07 1.10 -0.124
C -3.41 -3.04 2.63 -0.144
C -2.22 -2.27 3.11 -0.074
C -1.70 -1.29 2.34 -0.256
N -2.01 -1.03 1.03 -0.164
C -1.70 -3.16 -1.88 -0.168
C -0.31 -3.32 -2.42 -0.290
C 0.08 -4.53 -2.99 -0.006
C 1.37 -4.65 -3.48 -0.039
C 2.21 -3.56 -3.40 -0.033
C 1.73 -2.39 -2.83 -0.137
N 0.50 -2.27 -2.34 0.081
C -2.08 0.24 -3.27 -0.256
C -2.52 0.84 -4.45 -0.014
C -2.33 2.20 -4.62 -0.050
C -1.75 2.92 -3.58 -0.042
C -1.36 2.24 -2.45 -0.142
N -1.49 0.92 -2.29 0.067
H -3.27 -1.52 -3.50 0.141
H -1.53 -1.72 -3.79 0.133
H -4.06 -2.30 -1.31 0.138
H -3.65 -0.59 -1.14 0.117
H -3.76 -3.95 0.53 0.141
H -3.65 -3.96 3.16 0.146
H -1.97 -2.35 4.15 0.107
H -0.96 -0.62 2.77 0.096
H -2.42 -3.72 -2.51 0.141
H -1.74 -3.61 -0.88 0.068
H -0.62 -5.34 -3.04 0.120
H 1.70 -5.58 -3.92 0.113
H 3.22 -3.60 -3.77 0.113
H 2.36 -1.52 -2.77 0.092
H -2.99 0.25 -5.21 0.118
H -2.63 2.69 -5.53 0.110
H -1.61 3.98 -3.66 0.109
H -0.91 2.77 -1.62 0.098
C -3.41 1.71 0.66 -0.024
C -2.19 2.40 1.16 -0.334
C -2.17 3.55 1.96 0.022
C -0.83 3.85 2.13 -0.265
C -0.26 4.98 2.91 -0.017
N -0.12 2.92 1.46 0.022
N -0.95 2.03 0.87 -0.026
B 1.42 2.90 1.32 -0.531
N 1.98 1.75 2.18 0.019
N 1.53 0.48 2.09 -0.005
C 2.13 -0.21 3.07 -0.336
C 1.91 -1.66 3.33 -0.022
C 2.98 0.63 3.78 0.020
C 2.86 1.87 3.19 -0.265
C 3.55 3.12 3.61 -0.014
N 1.81 2.75 -0.17 0.027
N 1.37 1.78 -0.99 -0.093
C 1.88 2.02 -2.20 -0.400
C 1.65 1.18 -3.40 -0.032
C 2.68 3.17 -2.15 0.014
C 2.61 3.61 -0.84 -0.267
C 3.28 4.81 -0.27 -0.015
H -4.20 2.44 0.49 0.088
H -3.20 1.18 -0.26 0.037
H -3.77 1.00 1.40 0.075
H -3.01 4.08 2.35 0.111
H -1.06 5.66 3.19 0.082
H 0.23 4.62 3.81 0.086
H 0.47 5.52 2.31 0.073
H 1.86 3.91 1.72 0.104
H 1.00 -2.01 2.85 0.025
H 2.75 -2.23 2.95 0.087
H 1.83 -1.83 4.40 0.090
H 3.60 0.37 4.62 0.111
H 4.17 2.92 4.47 0.083
H 4.17 3.51 2.81 0.076
H 2.83 3.89 3.88 0.075
H 0.95 0.38 -3.18 0.043
H 1.25 1.79 -4.21 0.086
H 2.59 0.76 -3.74 0.083
H 3.22 3.61 -2.96 0.111
H 3.86 5.29 -1.05 0.083
H 2.55 5.52 0.11 0.083
H 3.94 4.53 0.54 0.076
Cl 0.00 -3.52 0.86 0.809
C 1.63 -3.24 0.37 -0.719
C 1.94 -1.90 0.09 -0.406
C 3.27 -1.68 -0.22 -0.737
Cl 3.70 -0.03 -0.53 0.769
C 4.23 -2.68 -0.34 -0.718
Cl 5.85 -2.32 -0.79 0.682
C 3.84 -4.00 -0.12 -0.717
Cl 4.97 -5.28 -0.33 0.682
C 2.53 -4.29 0.26 -0.715
Cl 2.05 -5.91 0.55 0.688
N -5.14 -1.04 5.74 0.111
C -5.06 -1.15 4.60 -0.388
N -5.04 -1.12 3.30 0.145
C -4.42 -1.92 2.52 -0.274
N -4.44 -1.90 1.13 0.156

---

Record 5
53
Properties=species:S:1:pos:R:3:lowdin_charge:R:1 method="wB97M-V/def2-TZVPD" homo_ha="-0.4933 / -0.5559" s2=8.828 homo_lumo_gap_ha="0.2784 / 0.2253" multiplicity=6 lumo_ev="-5.85 / -9.00" total_charge=+2 max_force_ev_per_a=0.8 relative_energy_kcal_mol=0.00
Ir 0.14 -0.62 -1.12 1.575
O -4.86 -2.33 -3.95 0.149
C -3.80 -1.88 -3.29 -0.241
C -3.85 -1.47 -1.94 0.117
C -2.68 -1.06 -1.36 -0.157
N -1.55 -1.04 -2.06 -0.066
C -1.47 -1.42 -3.33 -0.143
C -2.58 -1.85 -4.00 0.132
C -0.04 -1.34 -3.84 -0.509
O 0.21 -1.40 -5.00 0.187
O 0.88 -1.17 -2.87 -0.188
C -2.48 -0.58 0.06 -0.506
O -3.39 -0.39 0.81 0.126
O -1.20 -0.35 0.40 -0.295
H -5.66 -2.35 -3.41 0.147
H -4.76 -1.47 -1.37 0.149
H -2.53 -2.15 -5.03 0.159
C 3.13 -2.55 3.22 -0.003
C 3.88 -1.43 2.82 -0.038
C 3.49 -0.69 1.74 0.018
C 2.31 -1.06 1.00 -0.251
C 1.57 -2.22 1.42 -0.019
C 1.98 -2.93 2.50 -0.040
N 1.91 -0.37 -0.06 -0.124
N 2.78 0.66 -0.41 0.122
C 2.30 1.48 -1.30 -0.323
C 3.15 2.51 -1.80 0.060
C 2.69 3.33 -2.80 -0.013
C 1.40 3.15 -3.29 0.015
C 0.59 2.14 -2.74 -0.082
N 1.00 1.35 -1.77 -0.006
H 3.45 -3.13 4.07 0.125
H 4.77 -1.16 3.37 0.125
H 4.07 0.15 1.40 0.109
H 0.69 -2.52 0.86 0.091
H 1.43 -3.81 2.81 0.123
H 4.15 2.59 -1.40 0.133
H 3.32 4.11 -3.21 0.132
H 1.01 3.76 -4.09 0.128
H -0.42 1.98 -3.11 0.130
C -2.19 0.12 3.77 -0.199
P -0.95 0.94 2.76 1.002
C -1.65 2.40 2.00 -0.205
C 0.42 1.42 3.83 -0.214
H -2.58 0.86 4.47 0.081
H -1.74 -0.70 4.32 0.067
H -2.99 -0.25 3.14 0.043
H -1.84 3.14 2.78 0.077
H -2.59 2.14 1.51 0.058
H -0.96 2.82 1.27 0.059
H 0.02 2.10 4.59 0.075
H 1.19 1.93 3.27 0.057
H 0.84 0.55 4.32 0.056

---

Record 6
27
Properties=species:S:1:pos:R:3:nbo_charge:R:1 method="wB97M-V/def2-TZVPD" homo_ha="-0.4534 / -0.4492" homo_lumo_gap_ha="0.2565 / 0.2518" multiplicity=1 lumo_ev="-5.36 / -5.37" total_charge=+1 max_force_ev_per_a=4.1 relative_energy_kcal_mol=74.86
C 0.96 -0.75 -0.48 0.229
C 1.24 0.64 -0.60 0.210
C 0.29 -1.22 -1.77 -0.644
C 1.70 -1.71 0.35 -0.701
C -3.00 -0.50 -0.38 -0.613
C 1.46 2.90 0.22 -0.432
C -1.98 -1.05 0.65 -0.249
N 1.15 1.45 0.40 -0.561
N -0.89 -0.17 0.76 -0.913
Si -0.09 1.04 1.66 1.497
H 1.47 1.02 -1.62 0.234
H -0.26 -0.33 -2.31 0.243
H -0.22 -2.12 -1.69 0.254
H 1.20 -1.33 -2.32 0.242
H 0.99 -2.43 0.74 0.266
H 2.35 -1.39 1.28 0.262
H 2.49 -2.15 -0.24 0.259
H -3.93 -1.06 -0.02 0.226
H -3.13 0.62 -0.36 0.214
H -2.70 -0.65 -1.39 0.205
H 1.99 2.98 -0.64 0.210
H 0.72 3.71 0.23 0.260
H 2.28 2.91 0.96 0.239
H -1.70 -2.08 0.36 0.207
H -2.42 -1.17 1.64 0.214
H 0.71 0.51 2.78 -0.181
H -0.69 2.34 1.79 -0.178

---

Record 7
18
Properties=species:S:1:pos:R:3:nbo_charge:R:1 method="wB97M-V/def2-TZVPD" homo_ha=-0.3404 homo_lumo_gap_ha=0.3626 multiplicity=1 lumo_ev=0.60 total_charge=0 max_force_ev_per_a=3.8 relative_energy_kcal_mol=41.67 smiles=CNCN.O.O
C -0.94 1.09 -1.19 -0.412
N -1.25 -0.11 -0.41 -0.653
C -0.16 -1.11 -0.67 -0.063
N 1.10 -0.88 0.06 -0.870
H 0.08 0.90 -1.52 0.188
H -1.12 1.96 -0.65 0.193
H -1.45 1.07 -2.06 0.183
H -2.06 -0.62 -0.51 0.363
H -0.47 -2.14 -0.39 0.196
H -0.11 -1.02 -1.79 0.164
H 0.91 -0.58 0.98 0.374
H 1.78 -0.22 -0.22 0.366
O 2.98 -2.91 0.19 -0.970
H 2.33 -2.28 -0.22 0.486
H 3.69 -2.29 0.52 0.454
O -1.79 3.16 3.00 -0.946
H -2.18 2.34 2.63 0.475
H -1.33 3.63 2.25 0.471

---

Record 8
12
Properties=species:S:1:pos:R:3:nbo_charge:R:1 method="wB97M-V/def2-TZVPD" homo_ha=-0.3689 homo_lumo_gap_ha=0.3714 multiplicity=1 lumo_ev=0.07 total_charge=0 max_force_ev_per_a=0.6 relative_energy_kcal_mol=32.28 smiles="CC(C=O)C=O"
C 1.19 0.37 -0.77 -0.609
C -0.18 0.38 -0.06 -0.428
C -0.97 -0.87 -0.42 0.438
O -0.43 -1.95 -0.50 -0.510
C -0.36 0.22 1.46 0.440
O -1.17 0.87 2.07 -0.500
H 2.04 0.13 -0.13 0.222
H 1.18 -0.37 -1.58 0.230
H 1.39 1.34 -1.24 0.222
H -0.74 1.28 -0.31 0.235
H -2.06 -0.75 -0.45 0.130
H 0.12 -0.66 1.93 0.131

---

Record 9
105
Properties=species:S:1:pos:R:3:lowdin_charge:R:1 method="wB97M-V/def2-TZVPD" homo_ha=-0.4858 homo_lumo_gap_ha=0.2808 multiplicity=1 lumo_ev=-5.58 total_charge=+2 max_force_ev_per_a=1.1 relative_energy_kcal_mol=11.89
Hf -0.18 0.03 -0.12 1.312
C -1.49 -2.96 1.08 -0.162
C -1.97 -1.92 2.06 -0.216
N -2.17 -0.63 1.36 -0.172
C -3.52 -0.46 0.79 -0.228
C -3.71 -1.07 -0.59 -0.372
S -2.27 -0.94 -1.70 0.900
C -1.82 -2.69 -1.94 -0.375
C -0.63 -3.19 -1.13 -0.303
N -0.46 -2.44 0.13 -0.180
H -2.33 -3.30 0.48 0.110
H -1.10 -3.83 1.60 0.146
H -1.23 -1.76 2.83 0.055
H -2.89 -2.25 2.53 0.137
H -2.07 0.08 2.08 0.072
H -3.73 0.61 0.75 0.105
H -4.27 -0.90 1.46 0.136
H -4.54 -0.58 -1.09 0.093
H -3.96 -2.13 -0.54 0.080
H -1.62 -2.82 -3.01 0.065
H -2.73 -3.25 -1.72 0.086
H 0.29 -3.12 -1.70 0.020
H -0.78 -4.25 -0.92 0.139
H 0.48 -2.67 0.47 0.043
C 1.37 3.71 -0.57 -0.107
S 1.44 2.10 -1.24 0.452
O 0.04 1.67 -1.59 -0.521
O 2.37 2.07 -2.32 -0.256
O 1.71 1.11 -0.13 -0.543
H 1.29 4.40 -1.41 0.095
H 2.30 3.87 -0.03 0.087
H 0.53 3.78 0.11 0.042
Cl 6.30 -1.76 -0.03 0.747
C 4.88 -2.74 -0.05 -0.646
C 4.96 -4.11 0.07 -0.057
C 3.79 -4.84 0.02 -0.031
C 2.59 -4.17 -0.16 -0.147
N 2.51 -2.84 -0.26 0.019
C 3.64 -2.13 -0.18 -0.211
H 5.92 -4.59 0.18 0.123
H 3.80 -5.92 0.10 0.119
H 1.66 -4.73 -0.25 0.108
H 3.56 -1.05 -0.25 0.096
C 1.76 1.98 6.37 -0.043
C 1.31 0.70 5.71 -0.409
C -0.19 0.65 5.45 -0.063
O 2.10 0.46 4.49 -0.317
P 1.97 1.05 3.04 -0.031
S 1.24 2.84 2.89 0.410
S 0.81 -0.47 2.13 0.436
O 3.40 0.91 2.43 -0.297
C 4.58 0.15 2.87 -0.400
C 4.27 -1.30 3.18 -0.048
C 5.24 0.89 4.02 -0.028
H 1.30 2.06 7.36 0.097
H 1.47 2.85 5.79 0.054
H 2.84 1.99 6.50 0.086
H 1.59 -0.15 6.33 0.147
H -0.51 1.52 4.87 0.051
H -0.71 0.66 6.41 0.097
H -0.46 -0.27 4.93 0.060
H 5.21 0.21 1.99 0.118
H 3.73 -1.41 4.11 0.082
H 5.22 -1.84 3.26 0.097
H 3.69 -1.76 2.37 0.050
H 4.64 0.82 4.93 0.076
H 5.39 1.94 3.76 0.095
H 6.21 0.44 4.21 0.097
Te 1.41 -0.92 -2.78 1.556
C 0.81 0.33 -4.37 -0.512
C 1.79 0.63 -5.31 -0.122
C 1.45 1.40 -6.42 -0.052
C 0.15 1.84 -6.59 -0.056
C -0.82 1.53 -5.65 -0.064
C -0.49 0.77 -4.53 -0.155
C 1.10 -2.69 -3.89 -0.501
C 0.11 -2.77 -4.86 -0.134
C -0.01 -3.93 -5.62 -0.055
C 0.85 -5.00 -5.41 -0.056
C 1.86 -4.90 -4.45 -0.058
C 1.99 -3.74 -3.70 -0.141
H 2.81 0.30 -5.17 0.107
H 2.21 1.64 -7.15 0.117
H -0.11 2.43 -7.45 0.115
H -1.84 1.87 -5.78 0.111
H -1.25 0.52 -3.81 0.045
H -0.54 -1.93 -5.06 0.101
H -0.78 -3.99 -6.38 0.116
H 0.76 -5.89 -6.01 0.116
H 2.55 -5.72 -4.31 0.115
H 2.79 -3.66 -2.98 0.088
F -5.06 4.92 2.03 0.175
C -3.99 5.31 1.33 -0.596
F -4.41 5.94 0.24 0.170
F -3.29 6.16 2.08 0.176
C -3.15 4.10 0.98 -0.062
C -2.41 3.47 1.97 0.050
C -1.68 2.35 1.63 -0.174
N -1.64 1.86 0.38 -0.063
C -2.33 2.50 -0.58 -0.107
C -3.11 3.60 -0.32 0.055
H -2.39 3.84 2.98 0.146
H -1.06 1.86 2.37 0.024
H -2.25 2.11 -1.58 0.108
H -3.67 4.08 -1.11 0.139

---

Record 10
78
Properties=species:S:1:pos:R:3:lowdin_charge:R:1 method="wB97M-V/def2-TZVPD" homo_ha=-0.3760 homo_lumo_gap_ha=0.3053 multiplicity=1 lumo_ev=-1.92 total_charge=+1 max_force_ev_per_a=0.3
Ga 0.45 0.28 -0.02 -0.299
C 3.67 3.99 0.81 -0.013
C 2.32 4.66 1.06 -0.520
C 2.49 6.00 1.79 -0.030
C 1.62 4.94 -0.26 -0.072
N 1.54 3.74 1.98 0.029
C 1.90 3.63 3.31 -0.020
C 1.10 2.71 3.87 -0.033
N 0.27 2.22 2.89 0.024
B -0.76 1.13 3.29 -0.556
N -0.12 -0.29 3.40 0.031
C -0.77 -1.24 4.17 -0.030
C -0.12 -2.40 4.01 -0.026
N 0.93 -2.18 3.12 0.027
C 0.91 -0.88 2.77 -0.625
S 2.01 -0.03 1.71 0.775
C 1.83 -3.34 2.74 -0.525
C 2.67 -3.68 3.97 -0.020
C 0.92 -4.51 2.35 -0.026
C 2.74 -3.04 1.56 -0.073
N -2.03 1.12 2.38 0.035
C -3.07 1.98 2.68 -0.027
C -4.07 1.74 1.83 -0.027
N -3.67 0.71 0.99 0.025
C -2.41 0.35 1.34 -0.601
S -1.46 -0.92 0.61 0.760
C -4.58 0.32 -0.16 -0.528
C -4.13 -0.93 -0.91 -0.083
C -4.61 1.50 -1.13 -0.016
C -5.97 0.05 0.44 -0.029
C 0.55 2.85 1.74 -0.611
S -0.21 2.50 0.21 0.777
H 4.23 4.58 0.07 0.095
H 3.53 2.99 0.41 0.077
H 4.27 3.93 1.72 0.091
H 3.01 6.69 1.12 0.096
H 3.09 5.92 2.69 0.075
H 1.52 6.43 2.05 0.101
H 2.17 5.75 -0.75 0.097
H 0.59 5.27 -0.12 0.085
H 1.63 4.08 -0.93 0.034
H 2.68 4.22 3.76 0.127
H 1.06 2.35 4.89 0.137
H -1.14 1.42 4.39 0.129
H -1.63 -0.99 4.78 0.137
H -0.32 -3.36 4.45 0.129
H 2.05 -3.92 4.84 0.084
H 3.33 -2.85 4.23 0.095
H 3.29 -4.56 3.75 0.099
H 0.42 -4.96 3.21 0.080
H 1.52 -5.29 1.89 0.095
H 0.16 -4.19 1.64 0.096
H 3.47 -2.27 1.78 0.054
H 2.19 -2.76 0.67 0.074
H 3.29 -3.96 1.34 0.097
H -2.99 2.70 3.48 0.135
H -5.04 2.20 1.76 0.127
H -3.19 -0.79 -1.43 0.056
H -4.90 -1.13 -1.66 0.096
H -4.05 -1.80 -0.26 0.080
H -3.62 1.68 -1.55 0.094
H -4.95 2.41 -0.64 0.084
H -5.30 1.27 -1.95 0.099
H -5.90 -0.65 1.27 0.099
H -6.60 -0.40 -0.33 0.094
H -6.46 0.96 0.77 0.079
Se 1.01 -0.67 -2.09 0.750
C 2.65 0.26 -2.49 -0.609
C 2.87 1.57 -2.09 -0.146
C 4.07 2.20 -2.43 -0.083
C 5.03 1.53 -3.17 -0.080
C 4.79 0.22 -3.57 -0.075
C 3.61 -0.42 -3.23 -0.129
H 2.11 2.11 -1.54 0.039
H 4.24 3.23 -2.12 0.097
H 5.95 2.02 -3.43 0.106
H 5.54 -0.31 -4.15 0.109
H 3.43 -1.44 -3.54 0.100